1.
Below is a molecular structure, C31H61BrF12NO10S at a distorted geometry, with properties calculated with the ωB97M-V functional and the def2-TZVPD basis.

XYZ file:
```
117
Properties=species:S:1:pos:R:3:forces:R:3:lowdin_charge:R:1
C -4.646517 3.336470 -2.502551 1.2 -1.1 1.1 -0.085
C -3.821966 3.620403 -1.081290 2.0 0.3 2.4 -0.151
C -4.418156 4.471112 0.190271 4.4 -2.1 0.0 0.012
C -3.446835 4.601305 1.526138 1.0 -1.8 -2.7 -0.032
C -1.922768 3.922152 1.627452 -2.5 -0.6 -3.1 -0.013
C -1.317820 3.051530 0.333699 -4.4 1.8 0.7 -0.152
C 0.157641 2.347425 0.400586 -0.2 4.6 -0.8 -0.236
N 0.160300 0.859063 0.677344 -0.3 -0.3 -0.1 -0.700
Br -0.379048 0.000265 -0.895407 -0.3 -0.8 -0.6 1.092
C -0.554316 0.431388 1.934275 -2.1 -0.5 3.5 -0.191
C -2.149371 0.108440 1.782244 -0.9 0.4 0.3 -0.062
C -2.548007 -1.488950 1.890545 -2.1 0.2 -0.2 -0.231
F -4.016345 -1.558855 1.542710 4.6 -0.2 1.1 -0.006
F -1.861433 -2.364682 0.915686 -2.0 2.5 3.7 -0.003
F -2.447873 -1.914444 3.304656 0.1 0.8 -4.9 0.029
S 1.874086 0.448161 0.945645 8.3 6.7 5.1 0.870
O 2.843663 1.332794 0.106935 -4.5 -4.3 1.6 -0.251
O 2.174663 0.821404 2.449977 -2.4 -2.4 -5.7 -0.276
C 2.252943 -1.373847 0.761772 0.8 -4.8 2.2 -0.210
F 1.072306 -2.276682 1.024963 3.7 3.3 -1.1 -0.005
F 3.221613 -1.706587 1.873991 -3.6 1.5 -3.9 0.043
C 3.051888 -1.758799 -0.630084 3.0 1.1 -1.0 -0.126
F 2.663130 -0.953047 -1.808657 0.9 -2.5 3.9 0.019
F 4.503671 -1.448001 -0.360749 -5.0 -0.8 -0.9 0.039
C 2.987797 -3.343255 -1.040748 2.5 -2.2 -0.9 -0.075
F 4.257769 -3.622407 -1.810793 -4.3 1.0 2.6 0.038
F 3.005242 -4.289502 0.105688 -0.4 3.7 -3.9 0.067
C 1.765815 -3.670574 -2.134755 -1.0 -2.9 -2.0 -0.115
F 0.455220 -3.110171 -1.733108 4.6 -1.6 -1.5 0.017
F 2.163953 -3.277507 -3.537516 -1.8 -1.0 5.5 0.048
F 1.616185 -5.169245 -2.190784 0.4 5.5 0.3 0.044
C -2.323617 2.964648 -0.976919 -0.4 1.0 2.4 -0.018
H -5.251061 2.328481 -2.304483 1.0 2.4 -0.5 0.101
H -5.325500 4.231383 -2.830894 1.3 -1.8 0.8 0.065
H -3.825384 3.039060 -3.311378 -1.8 0.9 1.7 0.087
H -5.500673 4.942706 0.109145 2.6 -1.1 0.3 0.113
H -3.870580 5.186098 2.464807 1.1 -1.4 -2.2 0.097
H -1.321607 4.073061 2.633702 -1.3 -0.3 -2.4 0.096
H 0.828514 2.873519 1.224748 -1.6 -1.2 -1.5 0.167
H 0.691483 2.602824 -0.636425 -1.1 -1.2 2.3 0.159
H -0.448769 1.324310 2.717354 -0.1 -1.9 -2.0 0.172
H -0.069716 -0.507320 2.479619 -0.6 2.0 -1.6 0.164
H -2.665394 0.620209 0.835035 1.3 -1.4 2.0 0.132
H -2.683021 0.626412 2.716930 1.2 -1.3 -2.0 0.167
H -1.895286 2.345457 -1.903072 -1.2 1.6 2.1 0.077
C -3.634506 -5.602337 0.023554 0.2 -0.2 0.0 -0.087
C -5.117878 -5.342291 -0.137826 0.3 0.1 0.0 -0.314
O -5.654146 -4.825345 1.071016 -0.1 0.4 0.4 -0.092
H -3.454782 -6.312703 0.837150 -0.1 0.0 -0.2 0.082
H -3.206589 -6.005642 -0.898554 0.0 0.0 0.1 0.077
H -3.105567 -4.679683 0.283810 0.0 0.0 -0.1 0.049
H -5.645616 -6.270562 -0.376181 0.0 0.2 0.2 0.119
H -5.305146 -4.622947 -0.941014 0.0 -0.1 -0.2 0.109
H -5.184739 -3.996902 1.269387 -0.2 -0.4 -0.2 0.066
C -6.488019 -2.446908 4.432303 -0.1 0.2 0.1 -0.089
C -5.382607 -3.409393 4.814073 -0.3 -0.1 -0.3 -0.322
O -5.815143 -4.747489 4.617785 0.1 -0.2 -0.1 -0.082
H -7.384782 -2.633570 5.032166 0.2 0.0 0.0 0.083
H -6.172056 -1.410696 4.582242 -0.1 0.0 0.0 0.072
H -6.772942 -2.580557 3.383611 0.1 0.1 0.0 0.070
H -5.116117 -3.287720 5.868200 0.0 -0.2 -0.1 0.118
H -4.486598 -3.237715 4.209647 0.1 0.2 0.1 0.085
H -6.041349 -4.847521 3.677129 0.1 -0.1 0.4 0.078
C 7.333297 0.082451 -2.729003 0.2 0.1 0.1 -0.096
C 6.620699 1.294513 -3.292182 0.0 -0.4 0.3 -0.321
O 5.527448 0.882975 -4.099371 -0.6 -0.1 -0.1 -0.091
H 7.696653 -0.560291 -3.537529 0.0 0.2 0.1 0.086
H 8.181871 0.382538 -2.107777 -0.1 -0.2 -0.1 0.063
H 6.649814 -0.522387 -2.124171 0.0 0.1 0.1 0.055
H 7.301151 1.884262 -3.913622 -0.3 -0.1 0.0 0.117
H 6.243000 1.935737 -2.489804 0.2 0.1 0.1 0.104
H 4.924985 0.367273 -3.536254 0.4 0.3 -0.3 0.069
C -2.709652 -7.259512 6.779462 0.2 0.0 0.1 -0.100
C -3.689817 -7.980419 5.877449 -0.2 0.4 0.1 -0.330
O -5.014645 -7.558165 6.164934 -0.1 0.1 0.0 -0.089
H -2.937201 -7.458658 7.831804 0.0 -0.1 -0.2 0.078
H -1.683659 -7.577328 6.573589 0.0 0.1 0.1 0.071
H -2.778274 -6.175910 6.638409 0.1 -0.1 -0.1 0.066
H -3.633559 -9.061296 6.037273 -0.2 0.2 0.0 0.113
H -3.476936 -7.775929 4.823645 0.2 -0.1 -0.1 0.103
H -5.056274 -6.598561 6.011836 -0.1 -0.4 -0.1 0.058
C -7.408918 7.897538 -1.842513 0.0 0.2 0.2 -0.083
C -6.356605 7.079982 -2.562443 -0.3 0.5 -0.1 -0.331
O -6.827680 5.756483 -2.768734 -0.3 -0.5 -0.2 -0.121
H -7.656244 7.442386 -0.877874 0.1 0.0 -0.1 0.075
H -7.059389 8.919633 -1.671635 -0.1 -0.1 -0.1 0.068
H -8.335792 7.934337 -2.424189 0.1 0.1 0.0 0.078
H -5.439657 7.027390 -1.967930 -0.1 -0.2 -0.1 0.102
H -6.113186 7.521494 -3.533757 0.1 0.2 0.2 0.111
H -7.637326 5.813625 -3.304662 0.4 -0.1 0.3 0.100
C -2.498568 10.144981 -2.187788 0.2 0.0 0.1 -0.093
C -3.478734 9.424075 -3.089801 0.1 0.4 0.0 -0.326
O -4.803562 9.846328 -2.802316 -0.3 0.2 0.0 -0.099
H -2.726117 9.945835 -1.135445 0.0 -0.1 -0.2 0.078
H -1.472576 9.827166 -2.393660 0.0 0.1 0.0 0.075
H -2.567190 11.228584 -2.328840 0.1 -0.1 -0.1 0.076
H -3.422476 8.343197 -2.929976 -0.2 0.1 0.0 0.104
H -3.265852 9.628564 -4.143605 0.2 -0.1 0.0 0.112
H -4.845190 10.805932 -2.955414 0.0 -0.5 0.1 0.097
C 7.674557 -3.877572 -0.606202 -0.2 0.0 0.1 -0.088
C 8.951379 -3.152085 -0.976949 -0.1 -0.4 -0.1 -0.340
O 10.071865 -3.832219 -0.431017 0.3 -0.3 0.0 -0.085
H 7.570076 -3.940720 0.481897 0.0 0.1 -0.1 0.081
H 6.800637 -3.363206 -1.015768 0.0 -0.1 0.0 0.048
H 7.688804 -4.904815 -0.984841 -0.1 0.1 -0.1 0.078
H 8.942548 -2.133359 -0.578042 0.1 -0.2 0.0 0.104
H 9.069692 -3.096146 -2.063461 -0.2 0.2 0.0 0.110
H 10.075445 -4.732977 -0.797939 0.1 0.5 0.2 0.091
C 12.508874 -1.241733 -3.104365 0.2 -0.1 -0.1 -0.090
C 11.501004 -0.114088 -3.022676 0.3 -0.2 0.2 -0.315
O 10.396071 -0.507966 -2.222612 -0.2 0.0 0.4 -0.119
H 12.048731 -2.138724 -3.531611 0.0 0.2 0.0 0.078
H 13.365101 -0.955679 -3.721697 0.0 -0.1 0.1 0.076
H 12.868473 -1.512899 -2.106388 0.0 0.1 -0.1 0.076
H 11.127910 0.138927 -4.019565 -0.1 0.0 0.2 0.115
H 11.949947 0.782601 -2.584460 0.1 0.1 -0.2 0.109
H 10.736812 -0.722386 -1.337214 -0.1 0.0 -0.5 0.089
```
Forces are in eV/Å.

The value obtained for the LUMO energy is -5.69 eV. As for the spin multiplicity: 1. As for the calculated total energy: -6194.4454 hartree. Its max |F| is 11.859 eV/Å. The net charge is +1. The value obtained for the orbital gap is 5.2886 eV. The value obtained for the HOMO energy is -10.9751 eV. For the energy relative to the best compared isomer or geometry (same formula, charge and spin), the calculation gives 1834.7 kJ/mol.



2.
Below is a molecular structure, C14H24BrNO3PRhS2 at a distorted geometry, with properties calculated with the ωB97M-V functional and the def2-TZVPD basis.

XYZ file:
```
47
Properties=species:S:1:pos:R:3:forces:R:3:lowdin_charge:R:1
Rh 0.598770 -0.056883 -0.604728 -1.0 1.5 4.6 0.322
C -5.628044 3.560258 -1.874980 0.2 -0.3 0.1 -0.083
C -4.988993 2.619326 -0.863488 -0.4 0.4 0.3 -0.350
O -4.102099 1.692890 -1.459420 0.2 0.0 0.0 -0.359
P -2.524242 2.002519 -1.613022 0.0 -0.3 -0.4 -0.124
S -1.710919 0.160700 -1.739997 0.3 0.8 0.3 0.240
S -1.919353 3.390067 -0.349550 0.2 -0.3 -0.2 0.244
O -2.561105 2.579982 -3.134677 -0.3 0.0 0.4 -0.371
C -1.339982 2.854220 -3.798929 0.4 0.1 -0.3 -0.340
C -1.681174 3.417074 -5.167499 0.0 -0.1 0.4 -0.082
H -6.449982 4.095534 -1.403357 -0.1 0.1 0.0 0.066
H -6.008792 2.997519 -2.722144 -0.1 -0.1 -0.1 0.072
H -4.900593 4.280290 -2.239465 0.1 0.1 -0.1 0.067
H -5.756262 2.021023 -0.358435 0.1 0.1 -0.1 0.112
H -4.446932 3.210829 -0.114157 -0.2 -0.2 0.0 0.040
H -0.753289 1.930718 -3.895441 -0.1 0.1 0.1 0.085
H -0.760330 3.576737 -3.211095 0.0 -0.1 0.0 0.099
H -2.319593 2.713655 -5.696200 0.0 -0.1 -0.1 0.072
H -0.772314 3.577303 -5.738495 0.1 0.0 -0.1 0.068
H -2.210645 4.362471 -5.071399 -0.1 0.1 0.0 0.069
O 2.722815 -5.138089 -0.130190 -0.1 0.3 -0.1 0.046
C 1.807961 -4.119542 -0.202531 -0.6 -0.2 0.1 -0.313
C 0.560159 -4.301351 -0.815376 0.3 -0.3 0.1 -0.025
C -0.332981 -3.251285 -0.830843 -0.1 0.0 0.5 -0.147
N -0.054224 -2.111447 -0.205703 0.6 -0.6 0.0 -0.097
C 1.134221 -1.893744 0.378424 -0.2 0.9 -2.5 -0.227
Br 2.037549 0.073503 -2.536526 1.0 0.1 -1.0 -0.264
C 2.117401 -2.884487 0.355574 -0.2 0.0 0.8 -0.038
H 2.365117 -5.923177 -0.563080 0.0 0.2 0.0 0.099
H 0.297939 -5.250617 -1.268461 0.1 0.0 -0.1 0.103
H -1.298733 -3.323293 -1.320046 0.0 0.0 0.0 0.110
H 3.091096 -2.728293 0.791799 0.1 0.1 0.0 0.101
C 0.601596 0.769204 2.956906 0.1 0.0 -0.1 -0.081
C 1.176671 1.917725 2.119960 -0.2 -0.2 0.6 -0.681
C 0.486721 3.238064 2.522172 0.0 -0.1 -0.2 -0.082
C 2.685508 2.056607 2.449227 -0.1 -0.1 -0.6 -0.052
C 0.989334 1.677487 0.660380 0.0 -2.2 -2.4 0.013
H 0.772137 0.949871 4.019641 0.0 0.0 0.1 0.076
H 1.069332 -0.175860 2.680391 0.0 0.0 0.0 0.055
H -0.467644 0.676126 2.781274 -0.1 0.0 0.0 0.083
H 0.630441 3.440576 3.584696 0.1 -0.1 0.1 0.078
H -0.579240 3.187747 2.315157 -0.1 0.0 0.0 0.043
H 0.896857 4.070846 1.954236 0.0 0.1 -0.1 0.080
H 2.813992 2.377789 3.483550 -0.1 0.0 0.0 0.079
H 3.152723 2.793208 1.797504 0.1 0.1 0.0 0.081
H 3.195115 1.104058 2.318282 0.0 -0.1 -0.1 0.080
H 1.189382 2.561481 0.036832 -0.1 0.0 0.3 0.033
```
Forces are in eV/Å.

The value obtained for the LUMO energy (alpha / beta) is 2.44 / 2.42 eV. As for the spin multiplicity: 2. As for the calculated total energy: -4650.6694 hartree. Its expectation value of S² is 0.781. Its max |F| is 4.912 eV/Å. The net charge is -1. The value obtained for the orbital gap (alpha / beta) is 6.5119 / 6.5871 eV. The value obtained for the HOMO energy (alpha / beta) is -4.0671 / -4.1678 eV. For the energy relative to the best compared isomer or geometry (same formula, charge and spin), the calculation gives 262.6 kJ/mol.



3.
Below is a gas-phase ion, C6H3N2O2 (charge -1) at a distorted geometry, with properties calculated with the ωB97M-V functional and the def2-TZVPD basis.

XYZ file:
```
13
Properties=species:S:1:pos:R:3:forces:R:3:lowdin_charge:R:1
C 2.825823 1.178164 -2.097688 -1.3 1.7 2.5 -0.553
C 0.887873 2.341912 0.869581 2.8 2.9 -0.8 0.023
C 1.536042 1.558037 -0.451521 -0.8 -1.1 0.4 -0.357
C 2.894774 0.785992 -0.600373 -0.8 -0.3 1.9 -0.262
C 0.428395 0.572584 -0.083546 0.0 -1.4 -1.9 -0.310
C -0.116493 -0.534346 -0.629332 -1.6 0.7 4.5 0.054
N 1.689878 1.904776 -1.858424 0.2 0.1 -0.6 0.107
N 0.095162 1.356078 1.052028 -0.3 -2.7 -2.1 0.018
O 3.565793 0.991858 -3.019059 0.8 -0.5 -1.7 -0.004
O 3.455125 0.106149 0.217520 0.6 0.1 -0.7 0.076
H -0.899549 -0.936475 0.137537 1.0 0.2 -1.8 0.070
H 0.317327 -1.232062 -1.289053 0.4 -0.1 -1.1 0.033
H -0.578146 1.125159 1.723688 -0.9 0.2 1.3 0.104
```
Forces are in eV/Å.

The value obtained for the LUMO energy is 3.71 eV. As for the spin multiplicity: 1. As for the calculated total energy: -490.3064 hartree. Its max |F| is 4.862 eV/Å. The net charge is -1. The value obtained for the orbital gap is 7.6769 eV. The value obtained for the HOMO energy is -3.9638 eV. For the energy relative to the best compared isomer or geometry (same formula, charge and spin), the calculation gives 230.6 kJ/mol.